Record 1
Entry from the OMol25 dataset: the ion C6H8N3O3 with charge +1 in a non-equilibrium geometry (ωB97M-V/def2-TZVPD).

Structure (ORCA input):
```
! wB97M-V def2-TZVPD RIJCOSX def2/J DEFGRID3
* xyz 1 1
C -0.885 -0.376 3.420
C -0.783 -1.270 2.010
O 0.186 -2.191 1.984
O -1.776 -1.011 0.956
C -1.307 -1.430 -0.374
O -1.033 -2.687 -0.757
C -1.136 -0.273 -1.569
N 0.260 0.304 -1.642
C 0.548 1.771 -1.403
N 2.043 2.019 -1.524
C 2.550 0.632 -1.860
N 1.445 -0.404 -1.944
H -0.117 -0.768 4.245
H -1.964 -0.539 3.903
H -0.703 0.766 3.227
H -1.366 -0.836 -2.595
H -1.994 0.548 -1.479
H -0.238 2.618 -1.126
H 2.616 2.884 -1.402
H 3.653 0.244 -2.069
*
```

molecular weight: 170.1 u
gap between HOMO and LUMO: 8.30 eV
structure (SMILES): CC(=O)OC(=O)Cn1c[nH+]cn1

Atomic partial charges in e from the Löwdin method, atoms 1 to 8: atom 1 (C): -0.01, atom 2 (C): -0.26, atom 3 (O): 0.01, atom 4 (O): 0.01, atom 5 (C): -0.20, atom 6 (O): 0.06, atom 7 (C): -0.02, atom 8 (N): -0.12

Record 2
Entry from the OMol25 dataset: a structure of composition C22H29N3P2V in a non-equilibrium geometry (ωB97M-V/def2-TZVPD).

Structure (ORCA input):
```
! wB97M-V def2-TZVPD RIJCOSX def2/J DEFGRID3
* xyz 1 3
C -1.189 1.348 -3.760
C -0.761 1.135 -2.448
C -1.311 0.050 -1.709
C -2.356 -0.727 -2.272
C -2.675 -0.555 -3.628
C -2.101 0.482 -4.360
C -3.139 -1.619 -1.421
C -3.118 -1.248 -0.010
C -2.064 -0.444 0.494
C -2.223 0.211 1.746
C -3.335 -0.096 2.533
C -4.273 -1.039 2.111
C -4.166 -1.613 0.850
H -0.792 2.204 -4.314
H -3.409 -1.222 -4.078
H -2.389 0.637 -5.398
H -4.167 -1.723 -1.791
H -3.462 0.420 3.487
H -5.107 -1.299 2.762
H -4.917 -2.313 0.484
N -0.973 -0.153 -0.354
V 0.837 -0.125 0.301
C 0.259 2.076 -1.823
H -0.142 2.562 -0.917
H 0.556 2.854 -2.538
C -1.235 1.277 2.201
H -1.141 2.085 1.455
H -1.555 1.712 3.157
P 1.818 1.191 -1.330
P 0.470 0.580 2.478
C 0.098 -0.609 3.818
H 0.957 -1.267 3.986
H -0.136 -0.072 4.746
H -0.759 -1.229 3.532
C 1.457 1.848 3.326
H 1.036 2.078 4.316
H 2.476 1.453 3.445
H 1.503 2.759 2.716
C 2.319 0.506 -2.954
H 2.512 1.316 -3.672
H 3.223 -0.106 -2.848
H 1.519 -0.133 -3.345
C 3.095 2.442 -1.011
H 4.046 1.919 -0.834
H 3.204 3.127 -1.864
H 2.838 3.006 -0.105
H -2.773 -3.039 -1.606
H -2.695 -3.823 -1.796
N 4.602 -1.999 0.395
C 4.271 -2.229 1.730
C 2.968 -1.848 1.867
N 2.500 -1.361 0.633
C 3.511 -1.493 -0.232
H 5.497 -2.176 -0.055
H 4.964 -2.625 2.451
H 2.328 -1.853 2.734
H 3.499 -1.241 -1.281
*
```

molecular weight: 448.4 u
gap between HOMO and LUMO (spin up / spin down): 4.64 / 3.91 eV
expectation value of S²: 2.072

Atomic partial charges in e from the Löwdin method, atoms 1 to 8: atom 1 (C): -0.05, atom 2 (C): -0.23, atom 3 (C): -0.17, atom 4 (C): -0.16, atom 5 (C): -0.02, atom 6 (C): -0.06, atom 7 (C): -0.13, atom 8 (C): -0.16

Record 3
Entry from the OMol25 dataset: a cluster of 7 separate species, C20H54O7 in total in a non-equilibrium geometry (ωB97M-V/def2-TZVPD).

Structure (ORCA input):
```
! wB97M-V def2-TZVPD RIJCOSX def2/J DEFGRID3
* xyz 0 1
C -19.391 8.218 8.675
C -19.600 8.944 7.409
C -18.260 9.277 6.711
O -20.414 8.215 6.542
H -18.783 7.333 8.493
H -20.302 7.748 9.047
H -18.888 8.837 9.418
H -20.143 9.844 7.698
H -17.756 10.052 7.289
H -18.418 9.699 5.718
H -17.689 8.349 6.695
H -21.252 7.928 6.910
C -19.529 2.402 14.480
C -19.814 3.226 13.150
C -19.196 4.610 13.103
O -19.325 2.524 12.041
H -18.447 2.372 14.607
H -19.832 1.363 14.358
H -20.055 2.794 15.350
H -20.900 3.245 13.068
H -19.749 5.242 13.798
H -19.295 5.082 12.125
H -18.130 4.501 13.305
H -18.368 2.468 12.084
C -18.946 -1.123 7.599
C -18.478 0.235 8.111
C -16.940 0.282 8.443
O -18.711 1.215 7.082
H -18.513 -1.384 6.632
H -20.034 -1.122 7.534
H -18.708 -1.891 8.335
H -19.046 0.582 8.974
H -16.652 -0.518 9.125
H -16.691 1.173 9.018
H -16.373 0.238 7.513
H -18.206 1.998 7.313
C -22.053 4.144 6.614
C -21.509 3.542 7.936
C -20.354 4.344 8.517
O -22.554 3.412 8.922
H -22.606 5.076 6.727
H -22.704 3.428 6.113
H -21.291 4.410 5.881
H -21.038 2.583 7.719
H -19.874 3.897 9.387
H -20.725 5.342 8.753
H -19.562 4.408 7.771
H -22.236 2.858 9.640
C -16.015 8.424 11.512
C -15.533 8.991 10.142
C -15.797 8.052 9.007
O -16.288 10.159 9.945
H -17.101 8.375 11.596
H -15.706 9.053 12.347
H -15.616 7.447 11.783
H -14.481 9.272 10.192
H -15.051 7.263 8.910
H -15.736 8.587 8.059
H -16.811 7.661 9.095
H -16.129 10.547 9.081
C -17.971 7.241 3.864
C -18.541 5.991 4.541
C -17.829 4.719 4.264
O -18.635 6.082 5.963
H -18.037 7.179 2.778
H -16.902 7.236 4.073
H -18.532 8.137 4.128
H -19.524 5.817 4.105
H -18.253 3.817 4.707
H -16.788 4.836 4.566
H -17.771 4.561 3.187
H -19.172 6.845 6.186
C -16.957 4.167 9.493
C -16.200 4.092 8.174
O -17.093 3.811 7.124
H -17.701 4.963 9.546
H -16.249 4.483 10.260
H -17.357 3.243 9.910
H -15.493 3.270 8.288
H -15.617 4.986 7.955
H -17.524 4.614 6.823
*
```

molecular weight: 406.6 u
gap between HOMO and LUMO: 10.15 eV
structure (SMILES): CC(C)O.CC(C)O.CC(C)O.CC(C)O.CC(C)O.CC(C)O.CCO

Atomic partial charges in e from the Löwdin method, atoms 1 to 8: atom 1 (C): -0.06, atom 2 (C): -0.50, atom 3 (C): -0.03, atom 4 (O): -0.04, atom 5 (H): 0.06, atom 6 (H): 0.08, atom 7 (H): 0.09, atom 8 (H): 0.14

Record 4
Entry from the OMol25 dataset: a cluster of 2 separate species, C3H9O2PS2 in total in a non-equilibrium geometry (ωB97M-V/def2-TZVPD).

Structure (ORCA input):
```
! wB97M-V def2-TZVPD RIJCOSX def2/J DEFGRID3
* xyz 0 1
C 2.379 1.514 1.172
C -0.689 -2.255 -0.170
C -2.038 1.349 -1.135
O -2.853 0.579 -0.475
O 1.287 1.447 0.215
P 0.531 0.249 -0.479
S 1.499 -0.616 -1.975
S 0.204 -1.329 1.073
H 3.156 2.161 0.750
H 2.895 0.519 1.320
H 1.877 1.947 2.020
H -1.712 -1.805 -0.184
H -0.668 -3.298 -0.041
H -0.265 -2.075 -1.139
H -1.744 2.287 -0.695
H -2.074 1.257 -2.244
H -2.843 0.686 0.534
*
```

molecular weight: 172.2 u
gap between HOMO and LUMO (spin up / spin down): 7.29 / 6.38 eV

Atomic partial charges in e from the Löwdin method, atoms 1 to 8: atom 1 (C): -0.10, atom 2 (C): -0.56, atom 3 (C): -0.10, atom 4 (O): -0.05, atom 5 (O): -0.52, atom 6 (P): 0.17, atom 7 (S): 0.12, atom 8 (S): 0.49

Record 5
Entry from the OMol25 dataset: a cluster of 2 separate species, C3H10IN2O in total in a non-equilibrium geometry (ωB97M-V/def2-TZVPD).

Structure (ORCA input):
```
! wB97M-V def2-TZVPD RIJCOSX def2/J DEFGRID3
* xyz 1 1
C -0.031 0.656 0.927
C -1.353 0.816 0.318
C 0.649 -2.103 -0.485
N 0.963 0.231 -0.181
N -1.513 1.875 -0.675
O 1.603 -2.540 0.283
I 2.919 0.247 0.242
H 0.299 1.583 1.230
H 0.075 -0.156 1.659
H -2.102 0.840 1.120
H -1.527 -0.034 -0.226
H 0.656 -2.274 -1.620
H -0.296 -1.834 -0.173
H 0.801 0.690 -1.170
H -0.895 2.653 -0.321
H -2.521 2.352 -0.609
H 2.272 -3.001 -0.319
*
```

molecular weight: 217.0 u
gap between HOMO and LUMO: 8.27 eV

Atomic partial charges in e from the Löwdin method, atoms 1 to 8: atom 1 (C): -0.26, atom 2 (C): -0.33, atom 3 (C): 0.03, atom 4 (N): -0.59, atom 5 (N): -0.02, atom 6 (O): 0.00, atom 7 (I): 1.00, atom 8 (H): 0.08

Record 6
Entry from the OMol25 dataset: a cluster of 2 separate species, C2H4ClN in total (ωB97M-V/def2-TZVPD).

Structure (ORCA input):
```
! wB97M-V def2-TZVPD RIJCOSX def2/J DEFGRID3
* xyz 0 1
C -0.491 0.110 -1.367
C 0.241 0.453 -0.362
N 0.867 0.598 0.674
H -0.065 -0.300 -2.264
H -1.563 0.213 -1.335
H 1.289 1.486 0.913
Cl -0.535 -1.744 2.101
H 0.256 -0.815 1.641
*
```

molecular weight: 77.5 u
gap between HOMO and LUMO: 10.55 eV
structure (SMILES): C=C=N.Cl

Population analysis type Löwdin, resulting atomic charges in e: atom 1 (C): 0.02, atom 2 (C): -0.28, atom 3 (N): 0.10, atom 4 (H): 0.06, atom 5 (H): 0.07, atom 6 (H): 0.09, atom 7 (Cl): 0.24, atom 8 (H): -0.30

Record 7
Entry from the OMol25 dataset: a cluster of 3 separate species, C3H13N4O in total in a non-equilibrium geometry (ωB97M-V/def2-TZVPD).

Structure (ORCA input):
```
! wB97M-V def2-TZVPD RIJCOSX def2/J DEFGRID3
* xyz 1 1
C 2.361 1.326 -0.609
C 2.676 0.222 0.359
C -1.209 -1.444 1.021
N 3.460 -0.750 0.075
N -2.441 -1.225 0.629
N -0.273 -0.682 0.622
N -3.110 1.062 -1.050
O 1.116 -0.880 0.597
H 3.223 1.861 -1.076
H 1.674 2.028 -0.255
H 1.968 1.049 -1.554
H 2.602 0.526 1.372
H 3.415 -1.638 0.598
H 3.580 -0.864 -0.961
H -2.773 -0.504 0.014
H -3.224 -1.875 0.886
H -0.652 0.133 0.081
H -0.889 -2.328 1.620
H -3.597 0.391 -1.617
H -2.182 0.933 -1.300
H -3.525 1.920 -1.370
*
```

molecular weight: 121.2 u
gap between HOMO and LUMO: 10.08 eV

Atomic partial charges in e from the Löwdin method, atoms 1 to 8: atom 1 (C): -0.02, atom 2 (C): -0.25, atom 3 (C): -0.17, atom 4 (N): 0.15, atom 5 (N): 0.14, atom 6 (N): -0.03, atom 7 (N): 0.04, atom 8 (O): -0.18

Record 8
Entry from the OMol25 dataset: a structure of composition C56H63Br2F18O17 in a non-equilibrium geometry (ωB97M-V/def2-TZVPD).

Structure (ORCA input):
```
! wB97M-V def2-TZVPD RIJCOSX def2/J DEFGRID3
* xyz -1 1
C -1.752 -4.190 -0.388
C -2.467 -4.628 0.491
C -3.295 -4.700 1.814
C -2.481 -5.224 3.075
C -1.875 -4.050 3.989
C -1.108 -3.077 3.034
C 0.187 -3.598 2.551
C 0.953 -2.801 1.568
C 0.553 -1.494 1.008
C -0.729 -0.903 1.558
C -1.170 0.521 1.084
F -1.632 0.571 -0.222
F -0.076 1.403 1.296
F -2.169 1.144 1.825
C -1.540 -1.732 2.542
C -2.954 -1.271 3.131
C -4.095 -1.142 2.004
O -4.847 -0.190 2.151
C 1.458 -0.879 -0.111
O 0.946 0.042 -0.725
C 2.672 -1.629 -0.703
C 3.074 -2.980 -0.124
C 4.142 -3.844 -0.668
C 4.616 -5.217 -0.079
C 5.610 -5.092 1.156
C 7.020 -4.446 0.847
C 6.999 -2.894 0.522
C 8.018 -2.009 1.325
O 7.514 -0.648 1.193
C 8.511 0.320 1.558
C 4.820 -3.338 -1.914
C 5.891 -4.267 -2.596
O 5.310 -5.426 -3.216
C 4.150 -5.130 -4.003
C 2.786 -5.638 -3.340
C 1.527 -5.383 -4.317
C 4.467 -2.015 -2.444
C 5.288 -1.663 -3.769
O 6.486 -1.331 -3.740
O 4.639 -1.785 -4.903
C 3.413 -1.076 -1.844
C 3.349 0.256 -2.590
Br 5.168 1.112 -2.120
C 2.435 1.502 -2.349
C 2.743 2.324 -0.997
Br 2.998 2.824 -3.795
C 2.325 -3.443 1.134
O 2.791 -4.242 1.950
H -1.250 -3.724 -1.271
H -4.150 -5.414 1.590
H -3.758 -3.717 2.105
H -1.623 -5.852 2.675
H -3.160 -5.913 3.658
H -2.612 -3.599 4.696
H -1.094 -4.572 4.632
H 0.585 -4.598 2.890
H -2.788 -0.279 3.657
H -3.376 -1.964 3.902
H -4.163 -1.847 1.118
H 5.046 -5.937 -0.825
H 3.672 -5.728 0.305
H 5.189 -4.527 2.036
H 5.771 -6.152 1.544
H 7.596 -5.007 0.048
H 7.637 -4.568 1.800
H 7.086 -2.698 -0.586
H 5.966 -2.509 0.812
H 8.025 -2.211 2.442
H 9.070 -2.096 0.915
H 9.357 -0.133 2.142
H 8.865 0.818 0.594
H 7.969 1.147 2.119
H 6.546 -4.673 -1.757
H 6.608 -3.746 -3.288
H 4.058 -4.068 -4.370
H 4.245 -5.764 -4.949
H 2.804 -6.752 -3.157
H 2.532 -5.100 -2.386
H 1.043 -6.346 -4.644
H 1.850 -4.762 -5.204
H 0.741 -4.786 -3.751
H 3.366 0.068 -3.718
H 1.337 1.417 -2.562
H 1.738 2.774 -0.698
H 3.400 3.221 -1.188
H 3.111 1.677 -0.159
C -2.176 -0.919 -5.744
C -3.437 -1.647 -6.165
O -3.118 -2.841 -6.899
C -2.772 -3.908 -6.164
O -2.715 -3.918 -4.966
C -2.507 -5.114 -7.065
F -1.741 -4.803 -8.128
F -3.651 -5.633 -7.558
F -1.880 -6.106 -6.419
H -1.543 -0.718 -6.611
H -2.421 0.026 -5.257
H -1.585 -1.521 -5.052
H -4.019 -1.015 -6.837
H -4.074 -1.880 -5.309
C -4.585 2.743 -0.301
C -5.974 3.013 0.238
O -6.776 3.708 -0.737
C -7.320 2.950 -1.700
O -7.178 1.764 -1.794
C -8.179 3.807 -2.630
F -7.561 4.948 -2.993
F -9.341 4.167 -2.044
F -8.501 3.168 -3.764
H -4.121 3.674 -0.637
H -3.954 2.289 0.465
H -4.614 2.073 -1.162
H -5.908 3.666 1.110
H -6.467 2.094 0.559
C 5.672 9.065 -1.821
C 4.448 8.206 -1.573
O 4.810 6.980 -0.919
C 5.000 7.052 0.405
O 4.892 8.055 1.055
C 5.328 5.670 0.970
F 6.248 5.016 0.234
F 4.238 4.876 1.015
F 5.814 5.722 2.220
H 6.427 8.504 -2.376
H 5.407 9.959 -2.387
H 6.133 9.376 -0.881
H 3.995 7.930 -2.526
H 3.689 8.741 -0.998
C 0.398 2.634 4.595
C -1.093 2.811 4.730
O -1.579 2.170 5.924
C -1.425 2.854 7.065
O -0.916 3.937 7.147
C -2.028 2.078 8.236
F -1.679 0.777 8.223
F -3.376 2.116 8.215
F -1.646 2.566 9.426
H 0.662 1.575 4.636
H 0.747 3.051 3.649
H 0.936 3.126 5.407
H -1.593 2.327 3.890
H -1.383 3.863 4.714
C -8.466 5.389 0.756
C -9.967 5.541 0.898
O -10.437 4.893 2.093
C -10.282 5.578 3.234
O -9.786 6.667 3.312
C -10.866 4.794 4.409
F -10.501 3.498 4.393
F -12.215 4.816 4.399
F -10.481 5.287 5.596
H -8.184 4.340 0.797
H -8.123 5.812 -0.188
H -7.940 5.892 1.571
H -10.465 5.051 0.061
H -10.270 6.591 0.884
*
```

molecular weight: 1509.9 u
gap between HOMO and LUMO: 5.89 eV

Atomic partial charges in e from the Löwdin method, atoms 1 to 8: atom 1 (C): 0.08, atom 2 (C): -0.12, atom 3 (C): -0.19, atom 4 (C): -0.18, atom 5 (C): -0.15, atom 6 (C): -0.14, atom 7 (C): 0.05, atom 8 (C): -0.03

Record 9
Entry from the OMol25 dataset: the molecule C18H24N6OS in a non-equilibrium geometry (ωB97M-V/def2-TZVPD).

Structure (ORCA input):
```
! wB97M-V def2-TZVPD RIJCOSX def2/J DEFGRID3
* xyz 0 1
C 3.319 -0.245 5.490
N 3.626 0.015 4.082
C 2.651 -0.069 3.103
N 3.059 -0.310 1.871
C 2.127 -0.274 0.926
N 2.697 -0.575 -0.297
C 1.986 -0.456 -1.560
C 2.770 -0.908 -2.775
C 1.990 -0.525 -4.020
N 2.775 -0.766 -5.252
C 2.441 0.008 -6.463
C 3.147 -2.170 -5.518
C 0.754 -0.062 1.139
S -0.702 0.021 0.146
C -1.671 0.397 1.584
C -3.111 0.652 1.615
C -3.943 0.146 0.625
C -5.307 0.416 0.686
C -5.822 1.054 1.821
O -7.176 1.247 1.929
C -7.637 2.104 2.948
N -5.021 1.477 2.802
C -3.696 1.317 2.683
C -0.917 0.431 2.712
C 0.473 0.149 2.484
N 1.393 0.113 3.445
H 4.214 -0.520 6.048
H 2.635 -1.080 5.589
H 2.860 0.622 5.939
H 4.536 -0.242 3.745
H 3.708 -0.538 -0.267
H 1.056 -1.037 -1.523
H 1.790 0.612 -1.688
H 3.741 -0.395 -2.761
H 3.058 -1.978 -2.735
H 1.031 -1.127 -4.119
H 1.740 0.529 -3.982
H 2.134 0.995 -6.196
H 3.263 0.085 -7.146
H 1.627 -0.431 -6.987
H 3.818 -2.247 -6.353
H 2.252 -2.729 -5.721
H 3.643 -2.704 -4.670
H -3.570 -0.431 -0.201
H -6.039 0.103 -0.066
H -7.066 3.031 2.995
H -8.701 2.360 2.805
H -7.572 1.574 3.916
H -3.100 1.757 3.463
H -1.263 0.606 3.710
*
```

molecular weight: 372.5 u
gap between HOMO and LUMO: 8.15 eV
structure (SMILES): CNc1nc(NCCCN(C)C)c2sc(-c3ccc(OC)nc3)cc2n1

Atomic partial charges in e from the Löwdin method, atoms 1 to 8: atom 1 (C): -0.10, atom 2 (N): 0.00, atom 3 (C): -0.43, atom 4 (N): 0.17, atom 5 (C): -0.31, atom 6 (N): 0.04, atom 7 (C): -0.24, atom 8 (C): -0.19